[1]
A 3-piece molecular cluster, C24H34B3Br2FN2O8 overall, computed with the ωB97M-V functional and the def2-TZVPD basis.

Last column: Mulliken charge in e.
Atoms and positions in Å:
C -0.86926 -1.28388 -6.25628  -1.340
C 0.10661 -1.92215 -5.26961  -0.430
C 0.31465 -1.06548 -4.02590  0.360
F -0.77950 -1.27023 -3.14465  -0.302
B 1.64837 -1.36941 -3.23107  0.049
O 2.63804 -0.41358 -3.11283  -0.181
B 3.04674 -0.24680 -1.79108  -0.286
C 2.99560 1.15669 -1.12346  -0.666
C 1.56438 1.36232 -0.57495  -1.078
C 1.21125 0.46280 0.61061  1.137
C -0.30267 0.26228 0.79135  -1.222
C -0.80332 -1.10727 0.33508  0.566
O -1.13995 -1.86629 1.48789  -0.513
C -1.48502 -3.21105 1.19674  -0.868
O 3.33233 -1.43034 -1.10360  0.356
B 2.70288 -2.58705 -1.49463  0.222
C 2.92977 -3.96961 -0.76241  -0.665
Br 3.85873 -5.15161 -2.00887  -0.134
C 3.64238 -3.97446 0.58302  0.187
C 5.03682 -3.37388 0.61419  -1.150
Br 2.46075 -3.07754 1.85429  -0.145
O 1.83885 -2.56776 -2.57473  -0.504
H -1.68822 -0.81460 -5.70855  0.316
H -0.37851 -0.49561 -6.83004  0.326
H -1.28933 -2.01559 -6.94475  0.382
H 1.06853 -2.12579 -5.74754  0.357
H -0.31134 -2.86569 -4.91112  0.308
H 0.29062 -0.00324 -4.29489  0.176
H 3.16488 1.90381 -1.90328  0.268
H 3.73974 1.31968 -0.34217  0.304
H 1.46346 2.40314 -0.25949  0.458
H 0.84422 1.22822 -1.39216  0.477
H 1.64727 0.89402 1.51483  0.137
H 1.67709 -0.51667 0.49722  -0.852
H -0.56069 0.37354 1.84537  0.440
H -0.83528 1.04360 0.24251  0.445
H -1.68482 -1.02157 -0.31157  0.289
H -0.02507 -1.64115 -0.22836  -0.077
H -1.70907 -3.35091 0.13739  0.391
H -0.68215 -3.88855 1.49963  0.259
H -2.38727 -3.46493 1.75632  0.281
H 1.95211 -4.43187 -0.62593  0.479
H 3.67818 -4.99977 0.94279  0.486
H 5.58212 -3.73956 1.48279  0.377
H 4.99480 -2.28903 0.67644  0.197
H 5.57753 -3.65251 -0.29115  0.344
O -4.30210 -2.79521 -0.17944  -0.575
N -5.18768 -1.98502 -0.37684  1.032
O -6.06241 -2.10972 -1.20910  -0.621
C -5.19871 -0.75839 0.44824  -0.031
C -4.17325 -0.55028 1.35214  -0.047
C -4.18545 0.61629 2.10070  -0.517
C -5.20966 1.53981 1.94075  -0.501
C -6.23014 1.30411 1.02853  -0.380
C -6.22949 0.14585 0.26819  -0.490
H -3.37503 -1.26867 1.46343  0.491
H -3.38706 0.80015 2.80727  0.429
H -5.21199 2.44931 2.52735  0.387
H -7.02733 2.02447 0.90475  0.376
H -7.00834 -0.05772 -0.45110  0.471
O 2.41911 5.19936 0.50581  -0.624
N 2.36982 4.41126 1.42782  1.049
O 2.94592 3.34143 1.45478  -0.566
C 1.53777 4.76532 2.59367  0.203
C 0.84346 5.96041 2.57552  -0.402
C 0.05171 6.27765 3.66768  -0.451
C -0.03093 5.40671 4.74612  -0.435
C 0.67955 4.21347 4.74084  -0.617
C 1.47472 3.88191 3.65545  -0.207
H 0.92429 6.62035 1.72502  0.465
H -0.50191 7.20657 3.67454  0.372
H -0.65259 5.65897 5.59501  0.402
H 0.61527 3.53735 5.58237  0.390
H 2.03524 2.95958 3.62712  0.434

Kohn-Sham gap ... 8.886 eV
E_LUMO ... -0.645 eV
Structure (SMILES) ... CC[C@@H](F)B1OB(CCCCCOC)OB([C@@H](Br)[C@@H](C)Br)O1.O=[N+]([O-])c1ccccc1.O=[N+]([O-])c1ccccc1
Total charge ... 0
Highest occupied orbital energy ... -0.350 Eh

[2]
C47H53MoN7O4S as an isolated structure at a distorted geometry, computed with the ωB97M-V functional and the def2-TZVPD basis.

Last column: Mulliken charge in e.
Atoms and positions in Å:
Mo 0.38797 0.18567 -0.97686  -0.073
C -4.27629 3.21118 -3.82375  -1.195
C -4.57410 2.45545 -2.51997  -1.153
C -3.34130 2.24665 -1.69940  0.252
C -2.92786 2.93045 -0.59535  0.571
C -3.58507 4.10000 0.06497  -1.248
C -3.00471 5.43243 -0.42811  -0.972
C -1.68557 2.33319 -0.17835  -0.063
N -1.36199 1.27855 -1.00065  1.240
C -2.37050 1.20706 -1.92710  0.023
C -2.50356 0.21734 -2.88236  -0.954
C -1.74660 -0.94260 -2.92521  -0.250
C -1.98290 -2.04890 -3.80807  0.493
C -3.06085 -2.11203 -4.84280  -1.220
C -2.64144 -1.43913 -6.15696  -1.119
C -1.05588 -3.00252 -3.48877  0.751
C -0.25625 -2.45833 -2.42824  -0.442
C 0.85304 -3.08838 -1.88779  -0.847
C 1.70910 -2.57417 -0.93746  -0.450
N 1.55298 -1.36677 -0.30751  0.647
C 2.62436 -1.24074 0.53743  -0.433
C 2.83531 -0.17323 1.38472  -0.775
C 1.98124 0.90866 1.53312  -0.474
N 0.79500 1.06269 0.86716  1.185
C 0.28771 2.25954 1.29388  -0.738
C -0.91743 2.79577 0.86571  -0.857
C 1.16933 2.87710 2.23774  0.572
C 2.23653 2.03257 2.38698  1.672
C 3.43021 2.19480 3.27325  -1.555
C 4.62012 2.83040 2.54236  -1.362
C 0.97821 4.23041 2.84455  -1.279
C 1.42742 5.34022 1.88458  -1.319
C 3.49502 -2.38325 0.41676  0.883
C 2.91452 -3.22094 -0.48613  0.744
C 3.43112 -4.53233 -0.98696  -1.267
C 4.19031 -4.37185 -2.31108  -1.105
C 4.76003 -2.57403 1.19242  -1.160
C 4.47931 -3.13016 2.59519  -1.144
N -0.70748 -1.21448 -2.07297  1.204
C -0.84577 -4.33509 -4.13281  -1.243
C 0.25221 -4.29521 -5.20352  -0.939
H -5.14519 3.20020 -4.48297  0.389
H -3.43481 2.75527 -4.34603  0.323
H -4.01938 4.24896 -3.61133  0.290
H -5.02738 1.48934 -2.75326  0.387
H -5.30598 3.01549 -1.93565  0.336
H -3.46596 4.02498 1.14788  0.394
H -4.65567 4.07504 -0.14484  0.491
H -1.93650 5.48704 -0.21489  0.167
H -3.50071 6.27510 0.05490  0.400
H -3.13668 5.52412 -1.50646  0.238
H -3.29584 0.32472 -3.61031  0.611
H -3.96235 -1.62940 -4.45853  0.352
H -3.31845 -3.15490 -5.03549  0.418
H -2.31237 -0.41550 -5.97489  0.292
H -3.47167 -1.41871 -6.86410  0.406
H -1.81300 -1.98171 -6.61246  0.246
H 1.09563 -4.06340 -2.29004  0.357
H 3.74253 -0.16840 1.97285  0.508
H -1.26983 3.67822 1.38398  0.437
H 3.72120 1.21794 3.66312  0.490
H 3.15903 2.80655 4.13530  0.455
H 4.85013 2.28398 1.62677  0.296
H 5.50530 2.82820 3.17982  0.410
H 4.39706 3.86146 2.26706  0.300
H 1.55437 4.29842 3.77005  0.471
H -0.07316 4.37827 3.10496  0.550
H 2.47429 5.20555 1.61354  0.217
H 1.31069 6.32161 2.34667  0.451
H 0.84168 5.31717 0.96492  0.206
H 2.60024 -5.22866 -1.11960  0.463
H 4.09953 -4.96372 -0.23961  0.441
H 3.54913 -3.92112 -3.06932  0.230
H 4.54003 -5.33870 -2.67525  0.389
H 5.05305 -3.71951 -2.17388  0.324
H 5.28231 -1.61890 1.27298  0.440
H 5.42191 -3.25355 0.65351  0.466
H 3.82404 -2.45463 3.14691  0.242
H 5.40363 -3.25754 3.16011  0.407
H 3.98087 -4.09802 2.52627  0.313
H -1.77872 -4.66701 -4.59206  0.384
H -0.58429 -5.07318 -3.37104  0.424
H -0.02240 -3.61316 -6.00844  0.229
H 0.40624 -5.28718 -5.63029  0.390
H 1.19570 -3.94536 -4.78294  0.174
C -3.93359 -0.96094 1.13528  -1.316
C -2.72820 -1.04965 0.46165  -0.056
N -1.54504 -1.06092 1.07699  0.359
C -1.54549 -1.10786 2.40755  -0.176
C -2.70519 -1.14928 3.18922  0.302
C -3.92026 -1.01219 2.51398  -0.646
C -2.77293 -1.50406 4.61354  -0.637
C -1.88635 -1.41045 5.60991  -0.755
C -0.61925 -0.67358 5.64945  0.860
C 0.45606 -1.15988 6.39557  -0.721
C 1.59634 -0.38060 6.44047  -0.285
N 1.67118 0.80746 5.84759  -0.506
C 0.58560 1.19114 5.18479  -0.476
N -0.54222 0.51215 5.03694  -0.396
H -4.85969 -0.89422 0.57956  0.493
H -2.71545 -1.15025 -0.60790  0.529
H -0.57054 -1.17540 2.87398  0.667
H -4.84450 -0.98361 3.07922  0.491
H -3.70549 -2.00234 4.86023  0.379
H -2.13052 -1.91801 6.53706  0.390
H 0.39872 -2.11333 6.90223  0.458
H 2.48100 -0.70140 6.98030  0.447
H 0.61739 2.16476 4.71362  0.766
O 3.31427 1.57854 -2.92359  -0.687
S 1.89687 1.40795 -2.86832  1.301
O 1.52068 -0.06920 -2.64222  -0.455
O 1.32963 1.89072 -1.50980  -0.456
O 1.11317 1.95306 -3.93784  -0.680

Kohn-Sham gap (spin up / spin down) ... 5.660 / 5.667 eV
E_LUMO (spin up / spin down) ... -1.247 / -1.245 eV
Total charge ... 0
Highest occupied orbital energy (spin up / spin down) ... -0.254 / -0.254 Eh

[3]
An isolated ion of composition C4H7N2O and charge +1 at a distorted geometry, computed with the ωB97M-V functional and the def2-TZVPD basis.

Last column: Mulliken charge in e.
Atoms and positions in Å:
C -1.36295 -1.67352 -0.58114  0.010
N -0.50259 -0.86164 -0.50428  -0.160
N -0.20116 0.08419 0.33141  0.289
C -1.26036 0.39940 1.27628  -0.821
C 0.90860 0.82317 0.04811  -0.079
C 1.71706 0.27233 -0.97225  -0.081
O 1.16973 -0.74540 -1.58008  -0.525
H -1.73840 -2.46549 -1.31875  0.403
H -1.21797 -0.42103 2.04176  0.373
H -2.14781 0.23598 0.72887  0.317
H -1.26089 1.34919 1.83863  0.295
H 1.00789 1.59874 0.80525  0.364
H 2.87020 0.14505 -0.44840  0.308
H 2.01863 1.25904 -1.66540  0.307

Kohn-Sham gap (spin up / spin down) ... 8.154 / 8.060 eV
E_LUMO (spin up / spin down) ... -5.741 / -5.755 eV
Structure (SMILES) ... C#[N+]/[N+](C)=C\C[O-]
Total charge ... +1
Highest occupied orbital energy (spin up / spin down) ... -0.511 / -0.508 Eh

[4]
A 5-piece molecular cluster, C32H33F12OPSSi overall at a distorted geometry, computed with the ωB97M-V functional and the def2-TZVPD basis.

Last column: Mulliken charge in e.
Atoms and positions in Å:
C 8.52661 -4.30545 3.75141  -0.981
Si 7.44921 -4.98323 2.32400  0.387
C 5.90832 -3.86621 1.95091  -0.142
C 4.94911 -3.73121 3.21527  -0.739
O 3.58419 -3.48664 2.80484  -0.220
C 3.32502 -2.08977 2.62784  -0.784
C 2.25505 -1.78657 1.49274  0.713
F 1.54111 -0.64588 1.94947  -0.214
F 2.84908 -1.36443 0.28336  -0.329
C 1.16466 -2.92214 1.28960  0.581
F 0.10767 -2.31911 0.56666  -0.288
F 0.64294 -3.22273 2.53970  -0.306
C 1.63689 -4.18729 0.44435  0.629
F 2.98181 -4.18692 0.09417  -0.233
F 0.92224 -4.16499 -0.77214  -0.285
C 1.32225 -5.60265 1.09471  0.055
F -0.05025 -5.92891 1.02535  -0.272
F 1.85295 -5.77500 2.37404  -0.195
P 8.74444 -5.01590 0.50354  -0.029
S 10.28737 -6.21615 0.70207  -0.405
H 8.03424 -3.40426 4.23295  0.300
H 8.69407 -5.11944 4.53171  0.289
H 9.56538 -4.03551 3.36648  0.325
H 7.07849 -6.38235 2.56667  -0.120
H 6.30856 -2.82463 1.71821  0.312
H 5.41213 -4.34066 1.04587  0.085
H 5.28804 -2.92940 3.95724  0.362
H 4.91734 -4.70347 3.81642  0.334
H 2.98920 -1.68853 3.64512  0.298
H 4.25008 -1.48311 2.35686  0.429
H 1.83657 -6.37876 0.43675  0.266
H 7.99680 -5.29807 -0.69330  0.103
H 9.28289 -3.68421 0.31848  0.099
F 0.21506 2.74616 5.05701  -0.329
C -0.79050 2.11410 4.42625  0.229
C -2.10027 2.42088 4.75738  -0.414
C -3.13976 1.77053 4.10093  -0.504
C -2.85734 0.81407 3.12982  -0.804
C -1.53748 0.51171 2.81009  -0.123
C -0.49767 1.16912 3.45732  -0.409
H -2.30037 3.16220 5.52185  0.416
H -4.16876 2.00800 4.34630  0.389
H -3.66743 0.30415 2.62208  0.692
H -1.31811 -0.23628 2.05607  0.309
H 0.53449 0.95252 3.21437  0.555
F -5.50945 0.43862 2.08765  -0.231
C -6.29504 0.96892 1.13358  0.088
C -7.64028 1.17200 1.39071  -0.534
C -8.44599 1.72561 0.40185  -0.433
C -7.89844 2.05895 -0.83437  -0.574
C -6.54578 1.84478 -1.08085  -0.218
C -5.73829 1.30151 -0.08875  0.006
H -8.04936 0.89864 2.35601  0.411
H -9.49905 1.89657 0.59368  0.359
H -8.52875 2.48668 -1.60638  0.373
H -6.12071 2.10060 -2.04465  0.389
H -4.68184 1.13542 -0.25840  0.277
F -3.73703 2.63845 -3.02215  -0.288
C -2.52135 2.38284 -2.50288  0.549
C -1.50128 3.30219 -2.67785  -0.420
C -0.24744 3.04049 -2.13744  -0.583
C -0.02577 1.85738 -1.43750  -0.635
C -1.05754 0.93925 -1.27267  -0.131
C -2.31460 1.20571 -1.80364  -0.565
H -1.68978 4.21049 -3.23018  0.375
H 0.55637 3.75704 -2.26200  0.386
H 0.95401 1.65203 -1.01990  0.419
H -0.88295 0.01629 -0.73085  0.435
H -3.13179 0.50571 -1.67747  0.504
F -0.89687 4.50499 -5.18338  -0.233
C -1.67401 5.03440 -6.14458  0.503
C -3.02117 5.23772 -5.89384  -0.225
C -3.82316 5.78967 -6.88616  -0.454
C -3.27149 6.12169 -8.12019  -0.487
C -1.91819 5.90793 -8.36123  -0.421
C -1.11266 5.36618 -7.36622  -0.490
H -3.43469 4.96526 -4.92996  0.348
H -4.87698 5.96026 -6.69853  0.357
H -3.89913 6.54818 -8.89503  0.356
H -1.49064 6.16316 -9.32412  0.352
H -0.05515 5.20087 -7.53318  0.401

Kohn-Sham gap ... 8.867 eV
E_LUMO ... 0.371 eV
Structure (SMILES) ... C[Si@@H](CCOCC(F)(F)C(F)(F)C(F)(F)C(F)F)[PH2]=S.Fc1ccccc1.Fc1ccccc1.Fc1ccccc1.Fc1ccccc1
Total charge ... 0
Highest occupied orbital energy ... -0.312 Eh

[5]
A 10-piece molecular cluster, C12H47N3O10 overall at a distorted geometry, computed with the ωB97M-V functional and the def2-TZVPD basis.

Last column: Mulliken charge in e.
Atoms and positions in Å:
C 1.12261 1.07405 0.77733  -0.855
O -0.27648 0.91348 0.94031  -0.355
C -0.90455 0.07552 0.00679  -0.586
C -1.88737 -0.86127 0.67546  0.577
C -2.31344 -1.92397 -0.32425  -1.107
N -3.04747 -0.09911 1.25510  -0.587
H 1.48768 1.46796 1.72837  0.266
H 1.39379 1.76773 -0.02184  0.302
H 1.62066 0.10763 0.64833  0.418
H -1.43666 0.68173 -0.74397  0.396
H -0.18086 -0.53083 -0.55331  0.106
H -1.39437 -1.31938 1.53894  0.037
H -1.52837 -2.64784 -0.52369  0.179
H -2.64195 -1.42395 -1.24283  0.233
H -3.20517 -2.45409 0.01800  0.350
H -3.24935 0.70420 0.66334  0.302
H -3.82747 -0.74770 1.19083  0.099
C 1.72636 4.98645 2.57275  -0.588
O 2.99184 5.12061 1.94214  -0.416
C 3.22248 4.26205 0.83883  0.009
C 3.02728 4.90802 -0.50911  0.595
C 3.96869 6.08832 -0.65605  -1.639
N 1.63860 5.38478 -0.73123  -0.701
H 0.91114 4.86118 1.86046  0.200
H 1.56303 5.89590 3.14403  0.309
H 1.73214 4.11758 3.23840  0.251
H 4.25911 3.90692 0.95397  0.409
H 2.69104 3.31130 1.00259  -0.330
H 3.21792 4.17009 -1.29329  0.273
H 3.70865 6.61127 -1.58001  0.448
H 4.98552 5.71639 -0.80080  0.390
H 3.92228 6.76435 0.19206  0.345
H 1.57057 6.36527 -0.49381  0.271
H 0.96170 4.87439 -0.18392  0.222
C 3.00715 -1.33314 -2.30924  -0.939
O 1.65224 -1.68941 -2.22120  -0.356
C 1.40949 -3.05901 -1.94102  -0.054
C 1.88855 -4.08598 -2.95407  0.687
C 1.01484 -5.33167 -2.88591  -1.405
N 3.29716 -4.47378 -2.64398  -0.739
H 3.56537 -1.72816 -1.44891  0.422
H 3.05102 -0.24776 -2.29562  0.249
H 3.47470 -1.72195 -3.21976  0.305
H 1.69756 -3.34233 -0.91781  0.454
H 0.30870 -3.10379 -1.90546  -0.360
H 1.88679 -3.59893 -3.93871  0.238
H 0.98307 -5.71487 -1.86973  0.350
H 1.41644 -6.07430 -3.57536  0.472
H 0.02982 -5.01402 -3.23577  0.208
H 3.93174 -3.70565 -2.82689  0.259
H 3.57868 -5.19759 -3.30043  0.243
O -1.16371 2.78986 2.70456  -0.684
H -1.62976 2.11959 3.22732  0.448
H -0.85048 2.27734 1.94749  0.410
O -3.55259 3.18216 0.57588  -0.669
H -2.89851 2.98697 1.26352  0.371
H -4.36978 3.32382 1.06189  0.309
O -5.36504 -2.48198 1.85443  -0.634
H -5.62677 -3.35335 1.54137  0.287
H -6.19053 -2.00256 1.98294  0.288
O -2.16058 -3.23991 -3.27187  -0.578
H -2.05391 -3.54030 -4.17954  0.283
H -1.99850 -2.29216 -3.30952  0.318
O -4.18023 -1.93270 4.44450  -0.630
H -4.49206 -2.36306 3.63591  0.345
H -3.78355 -2.63462 4.96818  0.333
O -1.16084 -5.33585 -0.31635  -0.607
H -2.02134 -5.75886 -0.25159  0.296
H -1.16492 -4.89481 -1.17326  0.265
O -2.29340 0.47863 3.88459  -0.736
H -2.44817 -0.32486 4.38949  0.300
H -2.61830 0.28999 2.98002  0.428

Kohn-Sham gap ... 8.731 eV
E_LUMO ... -0.035 eV
Structure (SMILES) ... COC[C@H](C)N.COC[C@H](C)N.COC[C@H](C)N.O.O.O.O.O.O.O
Total charge ... 0
Highest occupied orbital energy ... -0.322 Eh

M list, top to bottom, in g/mol: 689.8 908.0 99.1 752.7 393.5
DFT total energy list, top to bottom, in eV: -189633.9514 -80914.8297 -9275.0570 -96376.2270 -38150.5474